# 1
The following is a quantum chemistry calculation of C30H51Br22F3NO3 as an isolated structure in a non-equilibrium geometry, from OMol25.

Geometry as XYZ:
```
110
Properties=species:S:1:pos:R:3:lowdin_charge:R:1
H 3.47398 -4.58874 3.85801 -0.031
H 5.36627 0.57362 -3.52215 0.067
C 4.62805 -6.94013 8.16244 -0.666
C -1.80220 5.15811 -3.71829 -0.690
Br 3.86941 6.63010 -2.14732 0.610
C 3.84594 6.85619 0.70960 -0.711
Br -1.96427 7.06750 -4.08319 0.647
H 1.17699 -5.90457 2.95528 0.121
C 6.41306 -4.13819 5.54069 -0.611
H -7.63276 -0.49750 -0.28652 0.062
C 4.03764 -6.47345 9.47024 -0.678
Br 5.46131 5.83099 1.08497 0.603
Br 4.58560 -4.64759 9.88069 0.623
C -5.72203 7.89976 -5.98469 -0.689
H 4.51190 -8.01965 8.05089 -0.025
Br -0.35996 5.32947 -1.24838 0.667
H 3.94577 -1.46443 -4.34039 0.062
H -1.80147 5.10952 -7.71652 0.053
H 1.28298 -11.02511 5.05960 0.062
C 4.65391 0.02295 -2.90487 -0.683
C -6.32509 2.58354 -4.46720 -0.673
C -0.16494 -5.49618 0.21369 -0.292
Br -7.68317 6.75060 -4.23769 0.604
C -0.00286 8.75584 0.62854 -0.719
C -0.45707 3.48022 -7.15579 -0.705
Br 6.56512 -1.28041 5.66881 0.634
C 2.57367 -10.58953 6.72498 -0.673
O -0.18606 -6.73824 -0.08006 0.099
H 3.27234 6.83251 1.63833 0.023
H -1.00557 3.04814 -6.31577 0.032
C -0.17023 8.46232 2.09969 -0.683
H -5.50011 -1.48679 -0.93734 0.035
H 2.05540 6.67261 -0.47111 -0.018
H 4.41424 -7.07630 10.29862 0.066
F -3.51538 -2.34639 2.71558 0.063
C 4.50214 -1.39334 -3.40469 -0.604
H -3.31958 -4.90354 -0.25816 0.179
Br 4.48056 -10.57640 7.13270 0.656
H 2.16669 -11.42489 7.29772 0.063
Br 3.56795 -2.50639 -2.10128 0.897
H 4.15894 7.88162 0.50805 0.057
H -5.73215 8.21676 -3.85643 0.060
H 0.60994 3.29886 -7.01847 0.053
C 3.26632 -3.16147 0.47352 -0.099
H -6.55932 8.51335 -6.32000 0.055
Br -6.00064 -2.47144 -3.14631 0.605
C 3.05016 -4.41273 2.75963 -0.128
H -4.79516 8.46620 -6.09512 0.054
Br -5.39003 2.73768 -2.76142 0.602
H -5.19302 6.58649 -4.32198 0.020
C 5.94131 -2.98189 6.38750 -0.699
C 1.19610 -4.85328 0.84449 0.023
Br 2.67190 -9.15147 4.24659 0.570
C -1.96884 4.86554 -2.24733 -0.688
Br 5.36182 -4.28788 3.90292 0.885
C -5.87473 7.40179 -4.56852 -0.713
H 4.54280 -2.97812 2.19135 0.070
H -2.50156 -6.16073 0.81473 0.174
H -2.10720 3.79533 -2.08133 0.049
Br 0.44792 5.82959 -8.52417 0.622
H 6.26130 -5.08466 6.06242 0.021
H 2.15939 -9.65576 7.10821 0.051
H 4.96382 0.08236 -1.86050 0.054
F -5.11678 -3.74097 1.84043 0.077
H 7.45923 -4.05720 5.24145 0.064
H -0.30848 7.39180 2.26508 0.055
H 6.36838 -3.04120 7.39036 0.053
H 2.94686 -6.48860 9.48198 0.056
O -1.23544 -4.56407 -0.00705 0.000
H 1.60063 -3.61627 -1.19338 0.060
H 5.47903 -1.86374 -3.53135 0.069
O -2.78250 -4.32400 1.79625 0.040
H 2.97307 5.15285 -0.34523 0.047
H 0.96170 8.43734 0.23090 0.025
H -5.80203 -0.20041 -2.12883 0.000
H 3.86611 -2.37876 -0.16847 -0.018
Br -8.72589 -0.07865 -2.46158 0.620
C -2.49413 -5.02308 0.55533 -0.138
C -7.59095 -1.06291 -1.21961 -0.680
Br -5.56317 6.41660 -7.24043 0.592
H -0.83755 4.83879 -4.11595 0.045
Br 3.67830 -6.16839 6.64367 0.625
H -7.38104 2.49635 -4.20463 0.048
C 1.73667 -5.15972 2.28883 0.082
C 3.05638 6.23821 -0.41891 -0.730
H 4.85496 -2.91659 6.46396 0.049
H -0.69949 5.46540 -6.36684 0.009
Br 2.97980 1.00928 -3.05860 0.624
C 1.97167 -3.83782 -0.12240 -0.009
H -8.05481 -2.03862 -1.06830 0.054
C -3.75130 -3.28865 1.63151 -0.373
Br -1.01657 2.44512 -8.70886 0.603
C -5.86619 1.36814 -5.23578 -0.682
F -3.61433 -2.52704 0.42388 0.081
H -0.99817 9.00544 2.55737 0.054
H -2.60199 4.68982 -4.29605 0.051
N 3.69416 -3.47706 1.83621 -0.025
C 2.33205 -10.78948 5.24891 -0.681
Br 1.43764 8.92627 3.10004 0.622
H -6.16479 3.52034 -5.00338 0.036
H -2.79642 5.40884 -1.78919 0.054
C -6.17172 -1.14508 -1.72696 -0.694
H -6.54314 1.16017 -6.06664 0.068
H 2.95883 -11.56691 4.80996 0.057
H 5.68103 -6.67933 8.04584 0.056
Br -4.12746 1.67353 -6.06150 0.603
H -5.77328 0.47412 -4.61719 0.020
H -0.80167 8.28824 0.04989 0.035
C -0.79968 4.94115 -7.31825 -0.707
Br -0.16472 10.66442 0.26600 0.623
```

Kohn-Sham gap (eV): 6.613
E_HOMO (eV): -11.138
Charge: +1

# 2
The following is a quantum chemistry calculation of C30H51BrN4O5S3SiTi as an isolated structure in a non-equilibrium geometry, from OMol25.

Geometry as XYZ:
```
96
Properties=species:S:1:pos:R:3:lowdin_charge:R:1
H 6.55515 0.05000 0.52014 0.074
C 4.47446 1.82714 3.76936 -0.130
C 2.30265 1.09283 4.64421 -0.139
H 6.63275 -0.14016 3.57418 0.048
C 5.38800 -2.23115 1.14651 -0.131
C -1.19644 4.40516 2.48954 -1.393
H 1.63679 -3.07288 2.15083 0.055
H 6.34578 -2.27606 0.60556 0.074
C 5.34478 -0.96470 2.00246 -0.644
H -2.06577 -2.63978 6.24283 0.093
C -5.31122 -2.08329 1.56624 -0.069
H -5.14428 -2.13347 -3.07311 0.072
H 4.03790 2.21741 2.84665 0.051
C 5.61192 0.21616 1.06362 -0.128
H 1.84401 5.55652 2.39937 0.081
H -4.41639 -0.92694 -2.00679 0.069
H 6.41616 -1.88724 3.67754 0.053
H -5.00434 -3.97995 0.57793 0.108
C 0.18680 0.90042 -3.22568 -0.138
N -3.54345 -2.69418 -0.09982 -0.128
H 4.45438 0.94801 6.29590 0.071
H 4.42235 2.62558 4.52477 0.075
C 2.37071 -0.98624 -0.88766 -0.188
H 4.81444 0.34051 0.33280 0.041
C -4.40675 -3.16358 0.98696 -0.209
H 3.84570 -4.18250 4.89646 0.068
N 1.31518 -0.91387 0.11785 -0.130
S -1.83865 3.00495 1.79927 0.534
H 2.28884 -4.44596 3.05891 0.072
C 3.07175 -2.52689 3.68858 -0.648
H 1.69777 0.29322 5.06882 0.036
Si 3.52958 -0.75771 2.84033 0.876
O 0.12752 4.54830 2.25232 -0.308
Ti -0.10156 0.71750 -0.24044 0.665
H 5.42330 -0.20201 5.36501 0.055
H -0.18912 0.15404 -3.93314 0.129
C -0.86569 0.33918 4.08377 -0.020
H -1.20550 -0.58617 7.31986 0.096
H -0.46791 1.32488 5.93987 0.112
C -1.73579 -1.80624 5.63516 -0.095
H -0.56454 1.17465 3.46380 0.077
C 0.81734 5.68460 2.74020 -0.164
Br 1.85486 2.01105 0.54349 0.276
C -4.90248 -1.90162 -2.03452 -0.077
O -1.09492 1.81013 -1.45187 -0.197
C -1.80703 -1.88128 4.25671 -0.039
H -4.71344 -1.27337 1.98039 0.073
S -1.56467 -1.27898 -1.12740 0.841
C -3.97238 -2.96684 -1.46765 -0.260
S -2.03292 5.54840 3.40303 0.427
C -1.24948 -0.65067 6.23905 -0.086
H 1.07553 -1.82144 4.20149 0.055
H 7.47562 -1.19492 2.44134 0.069
H 0.38957 6.60599 2.34176 0.062
C 3.70134 0.60639 4.27656 -0.649
H 0.77718 5.73454 3.82934 0.062
H 1.72546 -0.82477 1.09047 -0.020
H 0.89102 1.53062 -3.77807 0.135
C -0.97967 1.76076 -2.77040 -0.590
N 0.77968 0.31320 -2.05290 -0.139
O -1.71212 2.32809 -3.54696 0.068
H 2.37098 1.89762 5.39342 0.083
C -2.47813 -1.91345 0.16526 -0.657
H -4.46358 -3.94217 -1.46042 0.108
H 2.20726 -1.75396 5.55529 0.057
H 5.02389 -3.51943 3.76257 0.048
H 1.78418 1.49056 3.76903 0.056
O -0.86252 0.07608 1.37153 -0.233
H 3.86661 -0.69355 6.03684 0.048
H 3.26412 -3.65833 1.80809 0.050
H 4.59021 -2.23929 0.40140 0.052
C 1.91969 -2.33068 4.67576 -0.128
C 4.40050 0.12879 5.55934 -0.118
H 4.62109 -2.62886 5.23168 0.057
H -5.83430 -1.84568 -1.47085 0.059
H -3.08574 -3.04997 -2.09229 0.070
H 0.73630 -1.74548 0.05492 0.056
H 1.56207 -3.30982 5.03244 0.078
C -0.82741 0.41984 5.46936 -0.073
H 5.52921 1.61522 3.59524 0.049
C 1.83138 -0.50694 -2.21504 -0.548
H 2.79519 -1.98523 -0.99083 0.118
H -5.92209 -2.50426 2.36732 0.071
H 3.16039 -0.30063 -0.58276 0.066
C 2.54587 -3.47466 2.60700 -0.138
H -3.77647 -3.56986 1.77589 0.104
C -1.36257 -0.81052 3.48390 -0.136
H 5.70113 1.16179 1.59475 0.051
C 6.52572 -1.05091 2.98448 -0.123
O 2.35683 -0.80474 -3.28677 0.015
H -2.19904 -2.75922 3.76218 0.100
C 4.20676 -3.24763 4.43292 -0.125
H 5.30872 -3.14137 1.74194 0.050
N -2.25243 -1.76525 1.49366 0.118
C -1.45889 -0.85313 2.00263 -0.382
H -5.97630 -1.66952 0.80831 0.059
```

Kohn-Sham gap (eV): 4.525
E_HOMO (eV): -0.783
Charge: -2
Energy relative to the best compared isomer or geometry (same formula, charge and spin) (eV): 1.0769

# 3
The following is a quantum chemistry calculation of a 3-piece molecular cluster, C30H51Cl2N5O6S2 overall, from OMol25.

Geometry as XYZ:
```
96
Properties=species:S:1:pos:R:3:lowdin_charge:R:1
C 1.81052 1.43066 0.99794 -0.598
C 2.01930 -1.96016 -1.48120 -1.021
Cl -3.49367 1.82233 -0.20151 0.785
C 5.05943 -0.44579 5.30972 -0.012
C -4.18556 0.68121 -3.42454 -0.172
C -4.51936 -1.64431 -2.75334 -0.212
H -0.90617 -4.58646 0.79950 0.101
H -6.28360 0.54358 0.10802 0.074
C 5.07264 -0.11924 3.83222 -0.590
H -0.29761 7.32003 1.34840 0.119
C 1.92427 0.31728 -2.98719 -0.456
C -0.66563 0.90636 -1.43904 -0.413
C -6.24664 -0.35985 -0.50313 -0.012
H 3.91043 -2.97311 2.84455 0.079
H -1.65347 6.19408 1.26045 0.119
H -1.73794 3.65314 -2.69112 0.135
H 2.50203 -1.93373 3.07316 0.074
H -0.67918 2.39703 -3.97370 0.115
H 5.68039 0.28449 5.81883 0.080
H 4.38679 -0.65171 2.04242 0.081
C 3.54512 -2.07986 3.35735 -0.085
C 2.11241 -5.47217 4.67153 -0.009
H 1.06157 5.48685 2.48713 0.081
C -3.18607 -2.26236 -2.33927 -0.073
Cl 2.64754 1.86948 2.52305 0.611
H 4.04623 -0.39633 5.71053 0.083
C -0.20444 2.28675 -1.84817 -0.278
C -0.94844 5.43728 -0.91853 -0.205
N 4.34798 -0.92403 3.01144 -0.003
H -0.41886 4.51037 2.56896 0.069
H -7.22524 -0.83728 -0.46343 0.087
H -0.32777 6.05940 3.41138 0.078
H 1.75582 0.46766 -1.92639 0.004
C -0.55937 6.25783 1.28462 -0.264
H 1.15384 3.46294 1.04187 0.071
S 3.02037 -1.28299 -0.40226 0.799
S 1.96401 -1.50412 -3.19103 0.930
H 1.50553 -4.88063 5.34986 0.083
C 0.95242 2.82395 -1.00005 -0.092
H -0.13880 2.30296 0.82190 0.110
C 3.42280 -6.72626 2.32201 -0.075
H -3.12260 2.47009 -3.78326 0.119
C 0.47805 -3.05855 0.10993 -0.091
H 4.34245 -6.38451 1.84367 0.083
C 0.67693 -4.02031 -1.87872 -0.186
C 0.88027 2.55013 0.51553 -0.221
O 5.70499 0.82404 3.38981 0.010
N 2.39318 -5.71165 2.24157 0.019
H -5.46797 -1.01109 -0.10873 0.079
H 2.09101 -5.40725 1.32737 0.130
C -5.94852 0.07888 -1.91485 -0.505
H -2.81622 4.40771 -0.73002 0.106
H 3.16708 -5.27367 4.86796 0.081
O -6.75785 0.66601 -2.58974 0.093
H 3.10097 -7.64514 1.82926 0.084
O 0.89626 -4.24222 3.01477 0.021
C 0.20098 2.21774 -3.35232 -0.098
H -2.88150 -1.89065 -1.36106 0.074
H 3.64414 -6.95575 3.35950 0.070
H 0.00237 0.15798 -3.92550 0.097
O -1.91908 0.72457 -1.93626 0.005
C -3.64593 2.02446 -2.93016 -0.128
H 1.27251 0.51044 1.21103 0.044
H 1.01313 -4.17181 -2.89174 0.110
N -0.14991 -4.77583 -1.22146 0.071
C 1.74303 -5.08605 3.25768 -0.556
O -0.09112 0.05439 -0.82753 0.150
C -1.54564 3.08824 -1.77504 -0.193
H -1.58956 3.76819 0.32745 0.091
C -0.02905 5.52774 2.50491 -0.073
H -5.33228 -2.19276 -2.26822 0.119
H 0.88056 3.05567 -3.54239 0.134
H 2.58889 1.19857 0.27203 0.013
H -2.39281 -2.06833 -3.06417 0.068
N 1.10911 -2.94999 -1.11671 -0.147
H -3.28621 -3.34879 -2.26565 0.074
N -4.63624 -0.22372 -2.37315 -0.102
H -4.68893 -1.75230 -3.83112 0.124
H -3.39239 0.17608 -3.98018 0.122
H -0.36876 5.34895 -1.84163 0.121
H 5.45740 -1.44466 5.49362 0.080
H 1.88437 2.38413 -1.37000 0.114
C 0.80313 0.90003 -3.84895 -0.231
H 1.18335 1.05123 -4.86273 0.117
O -0.00194 5.71952 0.09044 -0.164
C -2.63773 1.94702 -1.79072 -0.664
H -1.63085 6.28742 -1.02867 0.124
H 2.90596 0.70958 -3.25186 0.088
H 1.05179 3.89474 -1.17433 0.111
H -4.46057 2.70462 -2.67420 0.125
C -1.75641 4.14325 -0.68076 -0.153
H 0.62137 -2.36886 0.92207 0.105
H 1.92120 -6.53074 4.85057 0.084
C -0.28368 -4.17362 0.02239 -0.143
H 3.58734 -2.25582 4.42808 0.071
H -4.99172 0.87739 -4.14073 0.125
```

Kohn-Sham gap (eV): 8.187
E_HOMO (eV): -8.883